Record 1
DFT (the ωB97M-V functional and the def2-TZVPD basis) results for C2H3HgOP as an isolated structure at a distorted geometry.

Structure (XYZ):
```
8
Properties=species:S:1:pos:R:3:forces:R:3:mulliken_charge:R:1
P -1.98112 3.05666 -1.97482 0.0 0.2 0.8 -0.168
O -1.00482 0.02004 0.34962 0.6 -6.2 2.1 -0.762
C -0.04072 -0.85735 0.53153 1.9 -0.6 0.7 0.224
H -0.30458 -1.69113 1.20348 -0.1 0.2 -0.5 0.271
C 1.22672 -0.77907 0.08262 -0.6 0.1 0.2 -0.742
H 1.94475 -1.55205 0.35681 -0.3 0.2 -0.2 0.232
H 1.57167 0.08185 -0.49571 -0.1 -0.3 0.1 0.180
Hg -1.41189 1.72104 -0.05353 -1.4 6.3 -3.3 0.764
```
Forces are in eV/Å.

Summary:
Energy   -647.84047 Ha
Gap between HOMO and LUMO (alpha / beta)   6.70 / 6.72 eV
ΔE to the lowest compared entry with this formula, charge and spin   0.00 kJ/mol
E_LUMO (alpha / beta)   -0.0682 / -0.0689 Eh
HOMO level (alpha / beta)   -8.558 / -8.592 eV

=====

Record 2
DFT (the ωB97M-V functional and the def2-TZVPD basis) results for one molecule with the formula C2H3I.

Structure (XYZ):
```
6
Properties=species:S:1:pos:R:3:forces:R:3:mulliken_charge:R:1
C 0.04148 0.36627 0.68218 -0.1 0.1 0.0 -0.542
C 0.18016 -0.35103 -0.41075 -0.3 0.0 -0.4 -0.340
I -1.23148 -0.36389 -1.97554 0.3 0.0 0.3 0.051
H 0.79568 0.33747 1.45229 0.2 -0.1 0.1 0.238
H -0.80734 1.00407 0.86002 -0.2 0.1 0.0 0.231
H 1.02152 -0.99289 -0.60821 0.1 -0.1 0.0 0.363
```
Forces are in eV/Å.

Summary:
Energy   -375.66366 Ha
Gap between HOMO and LUMO   9.85 eV
ΔE to the lowest compared entry with this formula, charge and spin   0.00 kJ/mol
SMILES   C=CI
E_LUMO   0.0224 Eh
HOMO level   -9.240 eV

=====

Record 3
DFT (the ωB97M-V functional and the def2-TZVPD basis) results for C2H3I2NO as an isolated structure at a distorted geometry.

Structure (XYZ):
```
9
Properties=species:S:1:pos:R:3:forces:R:3:mulliken_charge:R:1
C 1.78780 0.09774 0.89053 -0.5 -2.0 1.0 -0.124
C -1.69556 -0.28201 -0.75659 0.6 0.4 0.9 -0.430
N 0.70233 0.20444 0.18447 -4.0 -0.3 -0.6 -0.346
O 2.80918 0.63480 0.59219 2.9 1.7 -0.6 -0.571
I -2.52900 -2.11950 -0.25117 0.7 0.8 -0.3 0.268
I -2.50307 1.43555 -0.00020 0.2 -0.3 0.1 0.284
H 1.74157 -0.55703 1.71203 -0.2 -0.9 1.8 0.377
H -1.32636 -0.07571 -1.75867 0.3 -0.7 0.2 0.357
H 1.01311 0.66171 -0.61260 0.0 1.3 -2.4 0.185
```
Forces are in eV/Å.

Summary:
Energy   -803.21243 Ha
Gap between HOMO and LUMO   5.67 eV
ΔE to the lowest compared entry with this formula, charge and spin   467.87 kJ/mol
E_LUMO   -0.1026 Eh
HOMO level   -8.457 eV

=====

Record 4
DFT (the ωB97M-V functional and the def2-TZVPD basis) results for a 2-piece molecular cluster, C2H3IN2 overall at a distorted geometry.

Structure (XYZ):
```
8
Properties=species:S:1:pos:R:3:forces:R:3:mulliken_charge:R:1
C -1.00742 -0.75889 -0.32393 0.7 -4.0 0.7 -0.401
C 2.23746 1.19393 0.54747 -1.3 0.8 0.7 -0.348
N -0.11200 0.06728 -0.50715 1.7 1.5 -1.8 0.595
N 0.64351 0.78022 -0.92305 2.1 1.6 0.0 -0.630
I 3.70010 -0.12848 -0.04946 0.3 0.3 -0.4 0.074
H -1.82139 -0.26675 0.05232 -2.6 0.0 1.1 0.290
H -0.55462 -1.79088 -0.26430 -1.5 1.0 0.1 0.249
H 2.29376 2.25149 0.14284 0.7 -1.2 -0.3 0.171
```
Forces are in eV/Å.

Summary:
Energy   -484.97712 Ha
Gap between HOMO and LUMO   7.53 eV
ΔE to the lowest compared entry with this formula, charge and spin   474.32 kJ/mol
E_LUMO   -0.0127 Eh
HOMO level   -7.877 eV